14
Properties=species:S:1:pos:R:3:mulliken_charge:R:1 method="wB97M-V/def2-TZVPD" energy_ha=-245.84220 total_charge=0 mol_weight_g_mol=75.11 relative_energy_kcal_mol=18.5 e_homo_ev=-9.3 smiles="[H]/N=C/N.CN" e_lumo_ev=0.96
N 1.7165 -1.7959 0.5610 -0.61
N 0.7313 -0.2884 2.0461 -0.40
N -1.1982 0.1825 -1.9851 -0.55
C 1.7239 -1.1596 1.6501 0.11
C -1.7225 1.4227 -1.4116 -0.64
H 0.6790 -0.0790 3.0198 0.21
H -0.9480 0.3229 -2.9574 0.22
H -0.2879 -0.0327 -1.5753 0.20
H 2.4685 -1.2222 2.4493 0.26
H -1.1814 2.3721 -1.5623 0.24
H 2.5380 -2.4052 0.5441 0.23
H -1.7558 1.3425 -0.3278 0.23
H -0.0789 -0.2200 1.4540 0.21
H -2.6843 1.5603 -1.9050 0.28

14
Properties=species:S:1:pos:R:3:mulliken_charge:R:1 method="wB97M-V/def2-TZVPD" energy_ha=-245.76036 total_charge=0 mol_weight_g_mol=75.11 relative_energy_kcal_mol=69.8 e_homo_ev=-9.2 smiles="C=C.NNN" e_lumo_ev=1.09
N -1.3604 0.5100 -1.2065 -0.51
N 0.7009 1.3700 -1.5753 -0.50
N -0.4066 1.4206 -0.7117 -0.19
C 1.0513 -1.2624 1.0993 -0.55
C 0.0702 -1.1549 2.0007 -0.45
H -0.9085 -1.5874 1.8215 0.24
H -2.2937 0.7552 -0.8666 0.26
H 0.5101 1.9506 -2.3946 0.26
H 0.8990 -1.7796 0.1577 0.28
H -1.1866 -0.4347 -0.8577 0.18
H 0.2316 -0.6345 2.9397 0.25
H 0.8019 0.4284 -1.9555 0.25
H -0.1381 1.2437 0.2690 0.26
H 2.0287 -0.8250 1.2800 0.23

15
Properties=species:S:1:pos:R:3:mulliken_charge:R:1 method="wB97M-V/def2-TZVPD" energy_ha=-320.99182 total_charge=0 mol_weight_g_mol=91.11 relative_energy_kcal_mol=87.8 e_homo_ev=-8.2 e_lumo_ev=0.88
O 1.1307 -1.0549 0.8081 -0.66
N 1.2721 1.7431 0.7481 -0.62
N 0.3329 -1.2777 -1.3153 -0.49
N 0.6006 1.1942 -0.3890 -0.29
C -1.5245 -0.4425 0.4641 -1.27
C 0.3730 -0.6857 -0.0663 0.58
H -0.5300 -1.2115 -1.8357 0.23
H -0.4585 1.1722 -0.2437 0.39
H 1.1632 1.2858 -1.2391 0.30
H 0.5572 1.9271 1.4542 0.26
H 0.8843 -2.1233 -1.3814 0.22
H 1.8286 0.9881 1.1632 0.29
H -1.7871 0.3759 1.1429 0.35
H -2.2431 -0.5297 -0.3598 0.34
H -1.5992 -1.3612 1.0498 0.36

15
Properties=species:S:1:pos:R:3:mulliken_charge:R:1 method="wB97M-V/def2-TZVPD" energy_ha=-320.97676 total_charge=0 mol_weight_g_mol=91.11 relative_energy_kcal_mol=97.2 e_homo_ev=-7.4 e_lumo_ev=-1.41
O -0.6738 0.2411 1.6553 -0.90
N 1.5944 0.7022 0.0501 -0.17
N 0.2458 1.3880 -1.8231 -0.55
N -1.0331 -2.1212 0.7916 -0.58
C -1.4806 -0.6238 1.0582 -0.25
C 1.5420 1.2367 -1.1827 0.17
H 0.6888 0.4118 0.5441 0.15
H -1.7139 -0.3216 -0.0594 0.03
H -2.3644 -0.8254 1.7631 0.35
H -0.4681 1.1699 -1.1684 0.32
H -0.1531 -2.0610 0.2972 0.20
H 0.1313 0.5736 -2.5944 0.34
H 2.2882 1.8391 -1.6605 0.37
H -0.8731 -2.6236 1.6008 0.23
H 2.2695 1.0140 0.7282 0.29

15
Properties=species:S:1:pos:R:3:mulliken_charge:R:1 method="wB97M-V/def2-TZVPD" energy_ha=-300.31280 total_charge=+1 mol_weight_g_mol=89.12 relative_energy_kcal_mol=66.9 e_homo_ev=-13.9 smiles=NN1C[C@]1(N)[NH3+] e_lumo_ev=-3.41
N -0.8612 1.4066 -0.1413 -0.61
N -1.4669 -0.9195 -0.5331 -0.23
N 1.8948 0.3074 -0.7089 -0.62
N 0.8997 -0.5106 -0.1969 -0.09
C -0.4085 -0.0025 0.0261 0.48
C 0.4019 -0.4644 1.1762 -0.66
H 0.7737 0.3054 1.8474 0.31
H -1.0307 -1.8289 -0.7466 0.38
H 2.1369 1.0997 -0.1149 0.23
H -0.2818 1.8991 -0.8106 0.31
H -2.2509 -1.0425 0.1200 0.37
H 2.7203 -0.2508 -0.8954 0.26
H -0.9210 1.9151 0.7287 0.27
H -1.8311 -0.4976 -1.3995 0.37
H 0.2246 -1.4165 1.6489 0.24

15
Properties=species:S:1:pos:R:3:mulliken_charge:R:1 method="wB97M-V/def2-TZVPD" energy_ha=-300.29305 total_charge=+1 mol_weight_g_mol=89.12 relative_energy_kcal_mol=79.2 e_homo_ev=-13.4 e_lumo_ev=-3.21
N 2.7254 -0.9572 0.2797 -0.37
N 0.1346 1.8097 -0.0671 -0.34
N -0.0866 -0.5729 -0.1402 -0.33
N -2.6968 -0.7022 0.0914 -0.83
C 0.5757 0.5679 -0.1873 0.23
C 2.5896 0.1353 -0.1554 0.05
H 0.6622 2.6472 -0.2802 0.25
H -0.9389 1.8595 -0.1273 0.23
H 0.6374 -1.3856 -0.0105 0.22
H 3.3915 -1.6695 0.4701 0.25
H 2.9579 1.0502 -0.1705 0.39
H -1.1703 -0.7116 0.0491 0.45
H -2.7412 -1.5326 -0.3850 0.27
H -3.1778 -0.0055 -0.4164 0.25
H -2.8627 -0.5328 1.0499 0.28

15
Properties=species:S:1:pos:R:3:mulliken_charge:R:1 method="wB97M-V/def2-TZVPD" energy_ha=-300.33159 total_charge=+1 mol_weight_g_mol=89.12 relative_energy_kcal_mol=55.1 e_homo_ev=-13.7 e_lumo_ev=-3.57
N 0.4228 1.2058 1.0306 -0.72
N -0.2919 2.2499 0.3477 -0.15
N 1.1048 -0.9326 1.2850 -0.37
N -0.4868 -0.4155 -0.4142 -0.28
C -0.4817 -1.6337 -1.3149 -0.83
C 0.3519 -0.0480 0.5981 0.81
H 0.3148 -2.1995 -0.8945 0.30
H -1.2040 2.4533 0.7830 0.35
H -0.2069 1.9313 -0.6386 0.35
H 1.6604 -0.4592 2.0096 0.26
H -1.0162 0.3587 -0.7870 0.15
H -0.3160 -1.5663 -2.4056 0.29
H 0.2641 3.0989 0.4394 0.35
H -1.4460 -2.1597 -1.1066 0.30
H 1.3307 -1.8834 1.0679 0.19

17
Properties=species:S:1:pos:R:3:mulliken_charge:R:1 method="wB97M-V/def2-TZVPD" energy_ha=-430.31218 total_charge=0 mol_weight_g_mol=119.13 relative_energy_kcal_mol=233.3 e_homo_ev=-8.5 e_lumo_ev=0.76
O 0.2654 2.0835 -0.4863 -0.51
N 1.3131 -1.7447 -0.1822 -1.01
N -0.6625 1.1161 0.3519 -0.23
N -2.4730 -0.2326 0.1191 -0.43
N 0.9688 -0.5761 0.1122 0.61
N -1.3776 -1.0574 -0.1389 -0.62
C -0.3526 -0.2014 -0.0765 0.31
C 2.2049 0.2930 0.3329 -0.60
H -1.6706 1.1804 -0.1140 0.49
H 2.4887 0.8140 1.4894 0.20
H 1.1447 -2.1880 -1.1403 0.24
H 0.5701 2.7748 0.0404 0.33
H -2.8482 -0.4483 1.0434 0.21
H 2.1438 1.3964 -0.4453 0.20
H -3.3534 -0.4410 -0.4661 0.25
H 3.3017 -0.3680 -0.2163 0.27
H 0.6039 -2.4761 0.3265 0.29

17
Properties=species:S:1:pos:R:3:mulliken_charge:R:1 method="wB97M-V/def2-TZVPD" energy_ha=-409.77104 total_charge=+1 mol_weight_g_mol=117.14 relative_energy_kcal_mol=38.3 e_homo_ev=-13.2 e_lumo_ev=-3.43
N 1.0302 -1.6590 -0.4484 -0.95
N 2.7921 -0.1386 0.2361 -0.78
N -1.1889 -1.6446 0.2725 -0.36
N -2.0832 -0.8389 0.3971 -0.27
N -0.1174 -0.9921 -0.2358 0.84
N -1.7041 0.3747 0.0789 0.43
C -2.5749 1.5224 0.1146 -0.66
C -0.3860 0.2969 -0.3673 -0.11
H 0.1408 1.1379 -0.7824 0.40
H 1.9482 -0.9998 -0.1647 0.47
H -3.1289 1.4992 0.9855 0.29
H -3.1781 1.3575 -0.8666 0.31
H 3.7259 -0.4140 -0.1013 0.32
H -1.9673 2.4742 0.0397 0.26
H 1.1569 -2.6092 -0.5536 0.16
H 2.6000 0.9247 0.1815 0.31
H 2.9346 -0.2913 1.2142 0.32

14
Properties=species:S:1:pos:R:3:mulliken_charge:R:1 method="wB97M-V/def2-TZVPD" energy_ha=-286.52252 total_charge=0 mol_weight_g_mol=79.10 relative_energy_kcal_mol=185.7 e_homo_ev=-9.0 e_lumo_ev=-4.49
O -2.3061 0.5678 0.8280 -0.77
O 2.3947 0.0476 -1.0716 -0.60
N -0.7228 -1.3506 0.1965 -0.23
C 0.4590 -0.5381 0.0004 0.00
C 0.1905 0.9430 0.2075 -1.12
H 3.1794 0.0471 -1.6090 0.23
H -0.5719 1.2903 -0.4824 0.33
H 0.9421 -0.6333 -1.0095 0.26
H -1.5761 -0.7271 0.4802 0.39
H -0.1286 1.0865 1.2496 0.34
H 1.2284 -0.8450 0.6495 0.25
H -3.1994 0.5939 1.1175 0.21
H -0.9599 -2.0326 -0.5256 0.30
H 1.0707 1.5504 -0.0310 0.41

14
Properties=species:S:1:pos:R:3:lowdin_spin:R:1 method="wB97M-V/def2-TZVPD" energy_ha=-286.48323 total_charge=+1 mol_weight_g_mol=79.10 s2=0.77 spin_multiplicity=2 relative_energy_kcal_mol=25.8 e_homo_ev="-15.3 / -15.3" e_lumo_ev="-4.88 / -8.28"
O -2.4599 -1.1958 -1.5057 0.00
O 2.3876 -1.2589 1.5157 0.00
N -0.9838 1.4794 0.2681 0.32
C 0.1306 0.7527 0.4566 0.13
C 1.0078 0.7007 -0.6093 0.49
H -1.6775 1.4021 1.0107 0.00
H -1.8313 -1.7929 -1.1188 0.00
H 1.7482 -0.0746 -0.6900 0.02
H -1.0181 2.2340 -0.4118 0.00
H 0.1379 0.1494 1.3531 0.00
H -2.0144 -0.3307 -1.4890 0.00
H 0.9267 1.3827 -1.4445 0.02
H 2.6053 -0.7103 0.7626 0.00
H 1.6171 -1.8127 1.3402 0.00

15
Properties=species:S:1:pos:R:3:mulliken_charge:R:1 method="wB97M-V/def2-TZVPD" energy_ha=-576.31994 total_charge=0 mol_weight_g_mol=107.18 relative_energy_kcal_mol=74.7 e_homo_ev=-9.3 smiles="O=[SiH]O.CNC" e_lumo_ev=0.54
Si 3.2271 -0.4457 0.1383 0.60
O 2.2521 0.8021 -0.1455 -0.36
O 2.9789 -1.8342 0.6939 -0.52
N -1.3477 0.6729 -0.4394 -0.29
C -0.4952 -0.4873 -0.5569 -0.88
C -2.2634 0.6291 0.6636 -0.87
H 0.0222 -0.7781 -1.5731 0.29
H -1.7517 0.5278 1.6300 0.28
H -2.7852 -0.2676 0.5350 0.39
H 1.3098 0.8352 -0.0178 0.39
H -1.8753 0.6472 -1.2638 0.24
H -2.9460 1.5803 0.6142 0.25
H 0.3592 -0.5655 0.2854 0.28
H 4.4351 0.1013 -0.1807 -0.09
H -1.1199 -1.4174 -0.3833 0.28

16
Properties=species:S:1:pos:R:3:mulliken_charge:R:1 method="wB97M-V/def2-TZVPD" energy_ha=-437.30590 total_charge=0 mol_weight_g_mol=111.10 relative_energy_kcal_mol=26.1 e_homo_ev=-9.4 smiles="NCC(=O)O.O.O" e_lumo_ev=0.30
O -0.6036 -3.0488 -1.8026 -0.62
O -0.5407 1.0492 0.7767 -0.52
O -0.4553 -0.0608 3.0058 -0.70
O 0.6440 -0.8980 0.6519 -0.69
N 0.1227 1.9315 -1.6071 -0.69
C 0.2674 0.1938 0.1439 0.63
C 0.8527 0.7110 -1.1994 -0.38
H 0.1133 0.4941 3.6875 0.37
H -0.6384 0.7448 1.7046 0.45
H -1.3885 -2.5810 -2.1177 0.31
H 0.2615 -0.6536 2.7288 0.37
H -0.8255 1.7257 -1.1916 0.32
H -0.8152 -3.1595 -0.9017 0.30
H 0.4631 2.8058 -1.0789 0.29
H 1.8988 0.7583 -0.8627 0.27
H 0.6440 -0.0126 -1.9378 0.30

14
Properties=species:S:1:pos:R:3:mulliken_charge:R:1 method="wB97M-V/def2-TZVPD" energy_ha=-552.49668 total_charge=+1 mol_weight_g_mol=94.07 relative_energy_kcal_mol=115.3 e_homo_ev="-13.8 / -13.4" e_lumo_ev="-5.59 / -4.67"
P 1.9509 -0.4988 0.2194 0.15
O 1.6422 1.1827 0.1515 -0.55
N -0.7839 -0.0406 -0.4811 -0.15
C -1.6714 0.1593 0.7740 -0.84
C 0.3477 -0.9658 -0.3395 -0.50
H -2.4851 0.7634 0.5182 0.40
H 1.5619 -0.7606 -2.5410 0.08
H 0.2043 -1.9260 -0.8512 0.49
H 2.4481 1.8411 0.2319 0.35
H -1.3980 -0.4313 -1.2495 0.42
H -1.8610 -0.6707 1.3541 0.36
H 1.5708 -0.4255 1.6975 0.09
H -1.0721 0.9559 1.3103 0.34
H -0.4543 0.8169 -0.7945 0.38

15
Properties=species:S:1:pos:R:3:mulliken_charge:R:1 method="wB97M-V/def2-TZVPD" energy_ha=-1007.93861 total_charge=0 mol_weight_g_mol=127.23 relative_energy_kcal_mol=15.8 e_homo_ev=-9.0 smiles=NCCSS.O e_lumo_ev=0.64
S 2.2059 0.0979 -0.8495 -0.10
S 2.7170 1.9671 -0.2118 -0.24
O -1.8135 2.4121 1.4888 -0.66
N -1.2478 -1.8584 -0.1543 -0.64
C 0.6197 -0.1683 -0.1624 -0.38
C -0.1728 -1.3124 -0.9034 -0.45
H -1.4210 -2.8011 -0.5209 0.26
H -1.0083 -2.0404 0.8221 0.23
H 0.0061 0.7599 -0.0639 0.21
H -1.9670 3.1824 0.8762 0.33
H 0.6925 -0.4608 0.8594 0.34
H 0.4996 -2.1792 -1.0031 0.33
H -0.4082 -1.0031 -1.9526 0.30
H 3.5181 1.6495 0.8794 0.16
H -2.2204 1.7547 0.8962 0.31

13
Properties=species:S:1:pos:R:3:mulliken_charge:R:1 method="wB97M-V/def2-TZVPD" energy_ha=-534.43808 total_charge=0 mol_weight_g_mol=79.17 relative_energy_kcal_mol=57.5 e_homo_ev=-9.1 smiles=[H][H].C1CS1.N e_lumo_ev=0.81
S 0.4476 0.2214 2.0421 -0.21
N -2.7147 -0.0120 0.4025 -0.65
C 0.9663 0.2620 0.2481 -0.52
C 0.7835 -1.2093 0.7404 -0.48
H 2.2280 1.0029 -3.4177 0.10
H -3.5469 0.1167 1.0193 0.24
H 1.7137 -1.8823 0.7868 0.24
H 0.3482 0.7775 -0.4810 0.26
H 2.6496 0.9086 -2.7946 -0.10
H -0.1207 -1.6309 0.5553 0.36
H -2.6739 0.8630 -0.0430 0.23
H 1.8869 0.4398 -0.1802 0.36
H -1.9676 0.1427 1.1221 0.17

13
Properties=species:S:1:pos:R:3:mulliken_charge:R:1 method="wB97M-V/def2-TZVPD" energy_ha=-534.50250 total_charge=0 mol_weight_g_mol=79.17 relative_energy_kcal_mol=17.1 e_homo_ev=-8.5 smiles=CN.CS e_lumo_ev=0.91
S 1.1940 1.0248 -1.7878 -0.18
N -0.2579 0.5034 1.4270 -0.54
C 1.6482 -0.7379 -2.1340 -0.67
C -1.7304 0.1830 1.4447 -0.74
H -2.1524 0.4278 2.4166 0.33
H -2.2205 0.7596 0.6361 0.23
H -0.2640 1.2359 2.1383 0.23
H 0.8438 -1.3216 -1.6876 0.24
H 0.1819 -0.2213 2.0002 0.23
H 1.5936 -0.8684 -3.2085 0.26
H 0.3713 0.7788 -0.7741 0.08
H 2.6587 -0.8718 -1.7846 0.24
H -1.8663 -0.8924 1.3136 0.29